Entry 1:
13
Properties=species:S:1:pos:R:3:nbo_charge:R:1 method="wB97M-V/def2-TZVPD" fmax_ev_per_a=1.8 smiles=OCCCO orbital_gap_ev=11.24 charge=0 e_homo_ev=-10.371 e_lumo_ev=0.864
H -1.4888 -0.7287 0.7572 0.1663
C -0.8442 0.1142 0.9750 -0.0522
H 0.2883 0.4264 2.5759 0.4709
H -1.4005 0.9766 0.5969 0.1616
O 0.8037 -0.7165 -2.2644 -0.6989
H 0.7124 1.1084 -1.5014 0.1847
C 0.4767 -0.0396 0.2131 -0.4617
H 0.6429 -1.5890 -1.8785 0.4568
H 0.9452 -1.0042 0.3643 0.2007
O -0.6740 0.4097 2.3370 -0.7183
H -0.9238 0.2261 -1.4247 0.1562
C 0.2052 0.1608 -1.3089 -0.0678
H 1.2569 0.6557 0.5585 0.2016


Entry 2:
46
Properties=species:S:1:pos:R:3:nbo_charge:R:1 method="wB97M-V/def2-TZVPD" fmax_ev_per_a=0.9 smiles="CCCCN(C(=O)NC(=O)Nc1cccc(C)c1C)S(C)(=O)=O" orbital_gap_ev=8.87 charge=0 e_homo_ev=-8.327 e_lumo_ev=0.544
N -0.7769 1.7686 -0.3627 -0.6927
O 0.8079 3.1850 0.3823 -0.6164
N 1.4420 1.0839 -0.3065 -0.6528
C 3.5115 -0.1261 -0.4359 -0.0693
H -4.0170 -3.7389 1.2802 0.2046
C -3.5148 1.6327 1.5111 -0.8686
H -1.3939 2.5787 -0.3262 0.4476
C 5.5614 0.9216 0.2684 -0.2313
H -4.0771 2.4449 1.9556 0.2607
H -4.4353 -2.3195 -0.8063 0.2152
H -2.3710 -1.1686 1.1302 0.1859
H 5.5909 -1.6625 -1.6375 0.2163
H -2.1481 -2.5780 0.1050 0.2106
H 6.6306 0.8714 0.4145 0.2051
N -2.6832 0.5892 -0.8994 -0.7124
S -3.6837 1.8007 -0.2789 2.3208
H 5.4127 2.9298 0.9875 0.2125
C 2.7427 -1.2943 -0.9895 -0.6509
H 3.3943 -2.1374 -1.1878 0.2273
C -1.3045 0.6005 -0.8214 0.8148
H -4.2691 -2.3225 2.2971 0.1973
H 5.3407 -2.2707 0.0023 0.2156
H 1.0272 0.2408 -0.6995 0.4454
H 6.7355 -1.2569 -0.3607 0.2178
H -4.1306 -0.2607 -2.0929 0.2271
H 2.2508 -1.0254 -1.9246 0.2230
H 1.9757 -1.6227 -0.2877 0.2214
H -2.4672 1.7169 1.7701 0.2529
O -5.0182 1.4866 -0.6675 -0.9168
C 4.8800 2.0788 0.5911 -0.1945
C 0.5815 2.0872 -0.0660 0.8030
C -3.3415 -0.6008 -1.4212 -0.2235
H -2.7692 -3.2428 2.4228 0.2124
C 5.6830 -1.4163 -0.5805 -0.6336
C -2.8935 -2.0032 0.6571 -0.3979
H -3.9242 0.6784 1.8128 0.2451
C 2.8294 1.0553 -0.1041 0.2311
O -0.6455 -0.3787 -1.1212 -0.6468
C -3.9404 -1.4753 -0.3223 -0.4106
C -3.5255 -2.8802 1.7312 -0.6003
O -3.1483 3.0755 -0.6556 -0.9341
H 2.9713 3.0485 0.6526 0.2498
C 3.5131 2.1516 0.4069 -0.2641
H -4.7065 -0.9033 0.2046 0.2029
H -2.5892 -1.1582 -1.9831 0.2424
C 4.8924 -0.1836 -0.2445 0.0077


Entry 3:
17
Properties=species:S:1:pos:R:3:nbo_charge:R:1 method="wB97M-V/def2-TZVPD" fmax_ev_per_a=1.5 orbital_gap_ev="7.91 / 7.75" charge=0 e_homo_ev="-6.963 / -6.855" e_lumo_ev="0.945 / 0.898"
C -1.2937 0.2961 0.2476 -0.4736
H -0.1921 -1.8370 -1.5357 0.2062
C 0.7922 0.6585 -1.1239 -0.6008
H -1.6023 1.8513 1.9859 0.1848
H 1.8077 0.3174 -1.3626 0.2106
H 0.1685 0.6669 -2.0195 0.2023
C 0.1330 -0.2590 -0.0767 -0.1250
H -0.4673 -2.3752 0.1274 0.2148
C 0.1612 -1.7319 -0.5032 -0.5940
H 2.0002 0.1521 1.1605 0.1754
H -1.6508 0.9055 -0.5986 0.2157
O 0.2518 1.0155 1.8110 -0.3641
H 0.8778 1.6934 -0.7566 0.2139
H -2.0686 -0.4779 0.3983 0.2163
H 1.1817 -2.1306 -0.4563 0.2122
C 0.9186 0.0912 1.1507 0.0478
C -1.0052 1.1305 1.4547 0.0574


Entry 4:
20
Properties=species:S:1:pos:R:3:nbo_charge:R:1 method="wB97M-V/def2-TZVPD" fmax_ev_per_a=4.0 smiles="CPC(C)C.C=O" orbital_gap_ev=9.76 charge=0 e_homo_ev=-8.923 e_lumo_ev=0.835
C -1.1234 -1.1992 -1.9925 -0.6285
O 3.5449 2.8741 3.1389 -0.4965
H -2.0136 0.7816 -1.0571 0.2238
H 0.2273 1.4754 -1.5882 -0.0496
H 0.9205 -2.0809 0.5970 0.2161
P 0.2976 0.7539 -0.3738 0.4845
C -0.0571 -1.9282 0.2335 -0.6361
H -1.6120 2.4671 -0.2915 0.2378
H 0.9702 -1.1979 -1.6566 0.2238
H -0.8959 -0.3581 -2.7820 0.2113
C 0.0673 -1.0701 -1.0403 -0.4288
C 2.8182 1.9478 3.1365 0.2855
H 2.1830 1.6469 2.1294 0.1068
H 2.5709 1.2517 4.0500 0.0987
H -2.1125 -1.1791 -1.5708 0.2117
H -2.0721 1.0300 0.7957 0.2231
C -1.5356 1.3218 -0.1779 -0.9201
H -0.4861 -2.8201 -0.1526 0.2086
H -0.6166 -1.6007 1.1300 0.2166
H -1.0752 -2.1161 -2.5278 0.2113


Entry 5:
18
Properties=species:S:1:pos:R:3:nbo_charge:R:1 method="wB97M-V/def2-TZVPD" fmax_ev_per_a=0.4 orbital_gap_ev="6.85 / 7.54" charge=0 e_homo_ev="-6.708 / -6.857" e_lumo_ev="0.146 / 0.682"
H -1.2001 2.2103 0.8064 0.3221
H -0.1555 -2.6202 0.1121 0.2139
C 2.3682 1.1159 1.0356 -0.7257
H 3.4124 0.7825 1.0953 0.2257
C 1.1241 -0.2620 -0.9391 -0.3237
N -2.4633 0.2750 -0.0922 -0.8359
H -3.0278 0.9892 0.3402 0.3772
H -0.4058 -2.4351 -1.6192 0.2019
H 1.6143 -0.7595 -1.7802 0.2119
H 2.3082 2.2034 0.9469 0.2493
C 1.6278 0.4630 -0.0071 0.3420
H 1.8761 0.8657 1.9813 0.2820
N -0.5496 1.4223 0.7431 -0.7692
H -1.7357 -2.1289 -0.4731 0.2283
H -2.7921 0.0109 -1.0086 0.3781
C -0.6657 -2.0067 -0.6421 -0.6368
C -0.2634 -0.5643 -0.5543 -0.1196
C -1.0721 0.4384 0.0552 0.3785